10 unconnected molecules or ions with the total composition C34H38F42N11O30S14 in a non-equilibrium geometry. Source: the Open Molecules 2025 dataset; level of theory: ωB97M-V with the def2-TZVPD basis set.

Positions of all 169 atoms, in Å:
C: -0.72871 -3.52098 -1.09257
C: 0.27301 -2.32432 -1.24882
C: -0.02533 -1.03785 -0.39652
O: 1.22620 -0.38852 -0.10091
C: 1.08746 0.84338 0.62531
N: 1.64939 -2.88969 -0.90163
H: 1.76580 -3.42066 -0.05038
H: 2.01316 -3.33573 -1.73159
H: 2.28567 -2.12504 -0.72688
H: -0.41017 -4.43713 -1.58987
H: -1.67489 -3.23797 -1.55381
H: -0.92006 -3.79581 -0.05528
H: 0.47199 -2.02786 -2.27869
H: -0.44209 -1.27745 0.58175
H: -0.73834 -0.35596 -0.85994
H: 0.92412 1.66777 -0.06880
H: 2.00762 1.07696 1.16089
H: 0.27669 0.79536 1.35227
C: -0.75219 -5.69950 3.40977
C: -1.32098 -4.43446 4.15978
C: -1.09336 -3.08152 3.48958
O: -1.59570 -2.05174 4.29459
C: -1.80607 -0.81669 3.65939
N: -2.78120 -4.69434 4.54393
H: -3.03432 -3.77775 4.88435
H: -3.40210 -5.09984 3.85824
H: -2.83473 -5.35119 5.30929
H: -0.78159 -6.56747 4.06846
H: 0.31582 -5.58608 3.22377
H: -1.27018 -5.87140 2.46625
H: -1.01805 -4.24059 5.18874
H: -1.75414 -3.12418 2.62374
H: -0.04406 -3.03036 3.19901
H: -2.60145 -0.82527 2.91413
H: -0.90679 -0.37297 3.23216
H: -2.12186 -0.05645 4.37383
C: 2.58943 4.78642 0.18408
N: 1.35432 5.20725 -0.44049
C: 0.59422 6.17089 0.20958
C: -0.63953 6.52500 -0.24380
C: -1.17139 5.93432 -1.43136
C: -0.45001 4.94161 -2.09249
C: 0.85553 4.64571 -1.61530
C: -2.52203 6.32725 -1.98069
C: -3.68189 6.27902 -1.11289
C: -4.92311 6.62726 -1.62969
N: -5.02925 6.97121 -2.93656
C: -4.02526 7.01598 -3.78523
C: -2.79271 6.64000 -3.33662
C: -6.35527 7.39736 -3.35792
H: 2.93846 5.65379 0.74440
H: 3.34440 4.49548 -0.54630
H: 2.45448 3.89605 0.79819
H: 1.02118 6.61109 1.09859
H: -1.18052 7.32789 0.23484
H: -0.99361 4.42126 -2.86718
H: 1.39564 3.77394 -1.95397
H: -3.66529 5.91580 -0.09594
H: -5.86097 6.58047 -1.09619
H: -4.14487 7.37468 -4.79688
H: -1.98458 6.53513 -4.04538
H: -6.82165 6.61692 -3.95918
H: -6.21239 8.31020 -3.93620
H: -6.98397 7.63499 -2.49980
C: 1.76108 -6.00292 -5.06523
F: 2.60132 -6.10562 -6.13538
F: 0.60398 -6.62834 -5.27277
F: 2.28820 -6.45214 -3.91402
S: 1.48227 -4.06045 -4.64823
O: 1.83970 -3.43646 -5.95619
O: 0.08985 -3.90781 -4.26731
N: 2.59990 -3.75384 -3.39867
S: 3.92433 -3.50979 -4.03285
O: 4.35896 -4.56950 -4.94749
O: 4.05100 -2.14311 -4.50797
C: 5.03329 -3.64042 -2.44669
F: 6.33917 -3.56145 -2.80219
F: 4.77133 -2.77339 -1.47502
F: 4.95120 -4.85004 -1.98899
C: 6.49942 3.92387 3.95434
F: 5.79580 4.96312 4.41491
F: 7.74426 4.28720 3.47497
F: 6.44268 2.97884 4.92757
S: 5.55741 3.00719 2.44386
O: 4.10107 2.94669 2.74862
O: 5.90414 3.94756 1.29960
N: 6.44741 1.52596 2.39170
S: 5.47968 0.52750 2.97115
O: 5.18294 0.64145 4.42212
O: 4.34369 0.21209 2.08204
C: 6.67299 -1.06382 2.94653
F: 7.89500 -0.68735 3.26808
F: 6.19078 -1.99743 3.72841
F: 6.79415 -1.50020 1.73128
C: 3.05903 -2.84754 3.81539
F: 3.97416 -2.78196 4.75725
F: 2.05522 -3.49961 4.36740
F: 2.69729 -1.56991 3.45770
S: 3.81255 -3.86080 2.30671
O: 4.36844 -2.82667 1.40679
O: 4.84259 -4.73177 2.90303
N: 2.32530 -4.60765 1.59168
S: 2.88630 -6.04649 1.35424
O: 4.15593 -5.97724 0.66384
O: 2.92520 -6.84131 2.58123
C: 1.54158 -6.88999 0.21553
F: 1.78790 -6.59777 -1.05657
F: 1.70693 -8.18956 0.36815
F: 0.25110 -6.55706 0.49159
C: -3.42500 -6.76381 0.39414
F: -3.06788 -5.55978 -0.13029
F: -3.57055 -7.66826 -0.58053
F: -2.44809 -7.17049 1.25896
S: -5.14755 -6.55376 1.26347
O: -5.96457 -6.17455 0.09701
O: -5.45707 -7.92518 1.70424
N: -4.88874 -5.30123 2.50750
S: -6.27034 -4.61382 2.50094
O: -6.39739 -3.48625 1.52547
O: -7.41023 -5.48224 2.78226
C: -6.15844 -3.64357 4.17868
F: -5.71003 -4.32827 5.23513
F: -5.37327 -2.55319 4.03342
F: -7.35694 -3.18524 4.54504
C: -3.57424 -1.99962 -5.07435
F: -4.54583 -1.39791 -4.59057
F: -3.57680 -3.19739 -4.43354
F: -3.76389 -2.12925 -6.38570
S: -2.01597 -0.91524 -4.68317
O: -1.53183 -1.25817 -3.34793
O: -1.02644 -1.25630 -5.69321
N: -2.58233 0.71560 -4.96998
S: -2.72434 1.23653 -3.52095
O: -3.62408 0.49146 -2.66722
O: -1.39048 1.57844 -2.86110
C: -3.62969 2.97360 -3.86978
F: -4.70500 2.80479 -4.51641
F: -3.86553 3.47734 -2.63947
F: -2.89947 3.83545 -4.51017
C: 3.16313 6.76380 -3.31830
F: 3.52507 6.86199 -2.06447
F: 1.91647 6.85832 -3.45031
F: 3.72789 7.79596 -3.99256
S: 3.83372 5.14568 -4.27262
O: 2.90656 5.12987 -5.40516
O: 5.25267 5.35879 -4.57404
N: 3.44403 3.88447 -3.10395
S: 4.56195 2.79847 -3.40311
O: 4.42030 2.33392 -4.79585
O: 5.89636 3.16678 -2.89202
C: 3.96110 1.26086 -2.25950
F: 4.00881 1.52889 -0.94028
F: 2.75733 0.87333 -2.54386
F: 4.87677 0.33810 -2.40905
C: -2.78115 2.43054 0.93172
F: -3.32685 3.40094 0.22512
F: -3.69135 1.51196 1.22458
F: -1.82572 1.89265 0.09097
S: -1.90135 3.23484 2.49440
O: -0.92770 2.22693 3.00767
O: -1.25684 4.45201 1.91943
N: -3.13365 3.45175 3.63135
S: -2.48244 4.28861 4.74402
O: -1.52616 3.58209 5.61034
O: -2.09665 5.63999 4.34080
C: -3.95217 4.61194 6.01349
F: -4.39072 3.36477 6.43404
F: -3.43632 5.24781 7.06487
F: -4.90551 5.37851 5.49711

The spin multiplicity is 2. Its HOMO energy (spin up / spin down) is -0.0075 / -0.0729 Ha. Its expectation value of S² is 0.769. As for the frontier orbital gap (spin up / spin down): 5.2 / 7.0 eV. As for the net charge: -4. As for the maximum force: 7.4 eV/Å. As for the LUMO energy (spin up / spin down): 5.03 / 5.03 eV.